# 1
Density functional theory data (ωB97M-V/def2-TZVPD) for a single C3H6F2S molecule at a distorted geometry.

Relative energy (zero: lowest compared OMol25 entry of this formula, charge and spin): 14.1 kcal/mol
Lowest unoccupied orbital energy: 0.8 eV
HOMO-LUMO gap: 10.326 eV
SMILES: FCC(S)CF

XYZ file:
```
12
Properties=species:S:1:pos:R:3:forces:R:3:lowdin_charge:R:1
C -0.312497 -0.310783 0.354574 0.389 1.660 0.274 -0.66
C 1.105548 0.222084 0.687241 -1.639 1.648 -0.351 -0.27
C -0.932632 0.649072 -0.664950 1.607 0.485 -0.977 -0.17
H 0.007698 -2.183392 -1.187631 -0.141 0.321 0.558 -0.11
H -0.865127 -0.177223 1.292714 -0.090 0.049 -0.098 0.10
H 1.073717 1.322004 0.845660 -0.399 -0.382 -0.280 0.13
H 1.801527 0.099672 -0.111316 0.759 -0.811 -0.434 0.11
H -0.673596 1.720473 -0.436278 -0.475 -1.067 0.145 0.13
H -1.997618 0.543150 -0.820352 -0.125 -0.264 -0.133 0.11
F 1.498549 -0.262013 1.877091 0.888 -1.118 1.014 -0.03
F -0.246565 0.447565 -1.926945 -0.863 -0.049 1.018 -0.11
S -0.459004 -2.070609 0.090193 0.090 -0.473 -0.738 0.77
```
Positions in Å, forces in eV/Å.

# 2
Density functional theory data (ωB97M-V/def2-TZVPD) for a molecular structure, C40H54N7O3RbSSe2.

Relative energy (zero: lowest compared OMol25 entry of this formula, charge and spin): 9.0 kcal/mol
Lowest unoccupied orbital energy: 3.7 eV
HOMO-LUMO gap: 5.097 eV
Charge: -2

XYZ file:
```
108
Properties=species:S:1:pos:R:3:forces:R:3:lowdin_charge:R:1
Rb 0.052711 -0.219588 -0.010694 0.079 -0.054 -0.032 0.40
C -2.139710 3.861883 -1.074782 -0.013 0.023 0.004 -0.05
C -1.372636 2.974502 -2.025220 0.020 -0.022 0.011 -0.17
C -2.009643 1.820262 -2.507930 0.024 -0.030 0.023 -0.19
C -3.411369 1.472831 -2.059913 0.022 -0.006 0.033 -0.03
C -1.351422 0.977235 -3.404606 0.010 -0.033 -0.024 -0.19
C -2.004527 -0.301128 -3.874027 0.021 0.005 -0.002 -0.05
C -0.059792 1.289452 -3.841595 -0.014 0.000 -0.042 -0.19
C 0.582777 0.498020 -4.953494 -0.037 0.014 -0.009 -0.08
C 0.615246 2.367532 -3.272811 -0.016 0.030 0.011 -0.18
C 2.081418 2.561947 -3.579397 -0.018 0.010 -0.012 -0.04
C -0.052278 3.242099 -2.404151 0.054 0.000 0.017 -0.17
C 0.696724 4.466873 -1.926955 -0.030 -0.005 -0.001 -0.05
H -3.000673 4.326539 -1.564502 -0.011 0.002 0.012 0.09
H -1.542431 4.665399 -0.652984 -0.003 -0.005 -0.014 0.05
H -2.528045 3.280857 -0.237613 0.000 -0.012 0.028 0.07
H -3.982411 1.020248 -2.870667 -0.005 -0.001 0.000 0.07
H -3.961921 2.345091 -1.714558 0.003 0.009 0.000 0.06
H -3.393426 0.753828 -1.233255 -0.007 -0.003 0.002 0.10
H -2.640579 -0.143302 -4.752883 -0.004 0.000 0.001 0.09
H -2.625900 -0.730170 -3.088135 -0.001 -0.004 -0.002 0.07
H -1.246882 -1.041747 -4.127361 -0.002 0.000 0.001 0.06
H 1.291402 1.115559 -5.505270 -0.010 0.002 -0.009 0.07
H -0.172533 0.155270 -5.661889 -0.002 -0.004 -0.005 0.08
H 1.121397 -0.380614 -4.592278 0.008 0.005 0.018 -0.04
H 2.243613 3.176947 -4.472367 0.006 0.003 0.001 0.08
H 2.562456 1.597766 -3.738363 0.005 0.002 -0.001 0.08
H 2.595777 3.042846 -2.749262 -0.003 -0.002 0.002 0.07
H 1.266148 4.908192 -2.746493 0.003 0.002 -0.002 0.08
H 1.409120 4.215477 -1.136728 0.000 0.004 -0.005 0.07
H 0.035129 5.239942 -1.544803 0.003 0.002 0.000 0.06
C -3.945324 -0.694833 5.904219 -0.008 0.012 -0.006 -0.10
C -4.513426 0.301051 4.896585 -0.013 0.020 0.003 -0.28
N -3.508054 1.048911 4.171813 -0.032 0.018 0.015 -0.06
C -2.708047 0.453205 3.208436 0.046 -0.118 -0.046 -0.86
S -1.341167 1.362686 2.675904 -0.037 0.173 0.026 0.58
N -3.071132 -0.740169 2.838488 -0.013 -0.006 0.028 -0.03
N -2.383365 -1.265926 1.768109 -0.022 0.014 -0.031 0.01
C -2.265597 -2.537693 1.804870 -0.057 -0.093 -0.005 -0.29
C -2.741392 -3.361372 2.973304 -0.004 0.038 0.022 -0.05
C -1.668074 -3.229329 0.629924 -0.026 -0.010 0.010 -0.26
C -1.005261 -4.444062 0.783626 0.013 -0.018 0.036 -0.03
C -0.515055 -5.095938 -0.336734 0.034 -0.006 -0.018 -0.07
C -0.689382 -4.516466 -1.577567 0.011 0.021 0.005 -0.09
C -1.324676 -3.283500 -1.634852 0.013 -0.012 0.028 -0.18
N -1.814195 -2.653527 -0.571705 -0.061 -0.015 -0.060 0.08
H -4.750674 -1.236604 6.408064 0.007 -0.003 0.006 0.06
H -3.349517 -0.181545 6.662509 0.001 -0.006 0.005 0.07
H -3.308443 -1.412926 5.389613 -0.001 0.004 0.001 0.05
H -5.155189 1.026838 5.404783 -0.005 -0.003 -0.001 0.10
H -5.127578 -0.228034 4.167532 0.013 0.000 0.001 0.10
H -3.037990 1.789205 4.665922 0.012 -0.005 -0.006 0.09
H -2.170395 -3.111870 3.870602 0.005 -0.027 -0.011 0.08
H -2.665110 -4.429979 2.783143 -0.008 0.015 -0.007 0.06
H -3.780561 -3.102645 3.185625 0.004 0.007 0.014 0.07
H -0.836428 -4.854097 1.769588 -0.014 0.011 -0.007 0.11
H 0.028512 -6.027036 -0.230405 -0.002 -0.001 -0.004 0.11
H -0.285618 -4.950195 -2.481599 0.010 -0.012 0.009 0.10
H -1.422575 -2.776075 -2.584710 -0.001 0.003 0.002 0.07
O 4.985973 -3.924682 1.186672 0.064 -0.083 -0.078 -0.14
C 3.954776 -4.155715 0.222265 0.007 -0.015 0.048 -0.26
C 3.707700 -2.952732 -0.703082 -0.009 -0.007 -0.013 -0.60
C 4.811150 -2.902550 -1.762812 -0.050 0.003 0.014 -0.24
O 6.131985 -2.915399 -1.209460 0.009 -0.014 0.010 -0.09
C 3.708158 -1.643911 0.094287 0.017 0.059 0.018 -0.59
Se 2.719054 -1.688700 1.811193 -0.022 0.014 0.072 0.38
C 2.342943 -3.208757 -1.350162 0.028 -0.024 -0.056 -0.62
Se 1.716816 -1.935988 -2.717629 0.008 0.053 -0.041 0.42
H 4.591419 -3.255810 1.784812 -0.023 0.028 0.043 -0.01
H 3.022961 -4.395192 0.742342 0.010 -0.009 -0.013 0.09
H 4.262735 -5.022276 -0.371867 0.012 -0.005 0.006 0.12
H 4.699603 -2.000391 -2.365931 -0.004 -0.002 -0.005 0.09
H 4.690443 -3.764953 -2.434512 0.007 -0.005 -0.007 0.11
H 6.053949 -3.237513 -0.297913 -0.002 0.017 0.011 0.05
H 3.285659 -0.873997 -0.554519 0.006 0.008 -0.004 0.01
H 4.735529 -1.355296 0.315284 -0.004 0.000 -0.010 0.05
H 1.615821 -3.221694 -0.537062 -0.041 -0.015 0.024 0.01
H 2.350810 -4.208923 -1.798109 -0.006 -0.003 0.003 0.05
C -7.538194 4.850763 0.458325 0.007 0.005 -0.004 -0.07
C -6.117695 4.814331 0.958508 -0.017 -0.035 0.003 -0.30
C -5.547247 3.637899 1.433252 -0.031 -0.007 -0.023 -0.04
C -4.246717 3.601620 1.903328 0.021 0.043 0.020 -0.02
C -3.465392 4.757634 1.910985 0.041 0.030 0.009 -0.23
N -2.131762 4.630636 2.346556 -0.090 -0.026 -0.072 0.14
C -1.271576 5.659258 2.574448 0.072 0.068 0.030 -0.53
O -1.583524 6.845621 2.588120 -0.020 0.013 0.023 0.02
N 0.040192 5.319890 2.856396 -0.031 -0.063 0.031 0.13
C 0.794000 4.158686 2.560117 0.018 0.013 0.006 -0.24
C 1.803014 3.766627 3.430476 -0.007 0.000 0.010 -0.02
C 2.587584 2.679062 3.101396 0.014 0.004 0.030 -0.05
C 2.336626 2.001549 1.916264 -0.068 -0.063 -0.038 -0.16
N 1.364756 2.364701 1.081128 0.046 0.137 -0.043 0.03
C 0.622699 3.422766 1.394593 -0.039 0.029 -0.009 -0.17
C -4.022518 5.946882 1.440857 -0.024 0.022 -0.029 -0.02
C -5.329472 5.957843 0.973214 0.035 0.003 0.007 -0.06
H -7.926886 3.841879 0.317158 0.000 0.000 -0.003 0.07
H -7.609074 5.374711 -0.497146 -0.003 0.001 0.001 0.07
H -8.197748 5.364551 1.162754 -0.001 0.002 0.003 0.07
H -6.125142 2.719842 1.430932 0.002 0.001 -0.002 0.11
H -3.821987 2.672564 2.257100 0.033 -0.047 0.011 0.07
H -1.825907 3.665467 2.524919 0.048 -0.048 0.011 0.03
H 0.560645 6.133047 3.140010 0.007 0.007 -0.029 0.14
H 1.949932 4.308282 4.358292 -0.002 -0.004 0.003 0.11
H 3.369013 2.329283 3.762419 0.001 -0.002 -0.005 0.10
H 2.895459 1.108708 1.656712 0.012 -0.011 0.018 0.04
H -0.163295 3.688622 0.697180 0.027 -0.010 0.003 0.09
H -3.433378 6.848803 1.440937 -0.008 0.004 0.001 0.09
H -5.740879 6.891772 0.602729 0.004 0.004 0.001 0.10
```
Positions in Å, forces in eV/Å.

| no. | E_HOMO (eV) | E_tot (hartree) |
| --- | --- | --- |
| 1 | -9.480 | -715.799513 |
| 2 | -1.408 | -7390.943650 |